Entry 1:
Here is the ion C6H7O5S2 with charge -1 from the Open Molecules 2025 dataset. Energies are from the ωB97M-V functional and the def2-TZVPD basis.

Calculated values
**Total energy**: -1405.44021 Ha
**Charge**: -1
**HOMO level**: -4.70 eV
**Strongest force on any atom**: 3.7 eV Å⁻¹
**LUMO energy**: 3.190 eV
**2S+1**: 1
**Structure (SMILES)**: COC(=O)[C@@]1(S(=O)(=O)[O-])CC=CS1

CARTESIAN COORDINATES (ANGSTROEM)
1 C 0.31059 1.61176 -2.63494
2 O 0.21805 0.57791 -1.64845
3 C 0.60914 0.99552 -0.37714
4 O 1.21071 2.02421 -0.18082
5 C 0.02695 0.06125 0.65508
6 S -1.75931 0.43399 0.17230
7 O -2.45712 0.30530 1.43621
8 O -1.82840 1.79954 -0.36633
9 O -2.04399 -0.64393 -0.78036
10 C 0.27262 -1.39817 0.39867
11 C 0.80719 -2.06643 1.64350
12 C 0.85935 -1.25213 2.69007
13 S 0.36991 0.44347 2.40087
14 H 1.28071 1.39364 -3.20458
15 H 0.21146 2.57676 -2.15913
16 H -0.62574 1.32576 -3.28689
17 H 0.96343 -1.71638 -0.45622
18 H -0.60040 -1.90311 0.23325
19 H 0.87097 -3.13986 1.83337
20 H 1.30389 -1.42910 3.63154

=====

Entry 2:
Here is an isolated molecule of C4H10O2 from the Open Molecules 2025 dataset. Energies are from the ωB97M-V functional and the def2-TZVPD basis.

Calculated values
**Total energy**: -308.86009 Ha
**Charge**: 0
**HOMO level**: -10.04 eV
**Strongest force on any atom**: 0.4 eV Å⁻¹
**LUMO energy**: 1.010 eV
**2S+1**: 1
**Structure (SMILES)**: COC[C@@H](C)O

CARTESIAN COORDINATES (ANGSTROEM)
1 C -2.14520 -1.29537 0.24161
2 O -1.15798 -0.45789 0.79664
3 C 0.14283 -0.63864 0.26320
4 C 0.78650 0.74273 0.16176
5 C 2.04762 0.71837 -0.68211
6 O -0.12749 1.61933 -0.46134
7 H -2.08183 -1.31076 -0.85632
8 H -2.07129 -2.32655 0.61469
9 H -3.11664 -0.88488 0.52942
10 H 0.07614 -1.07032 -0.74665
11 H 0.73948 -1.31444 0.89474
12 H 1.02436 1.09963 1.17877
13 H 2.42392 1.73831 -0.80039
14 H 1.81778 0.32362 -1.67798
15 H 2.83163 0.10237 -0.22842
16 H -0.97782 1.41917 -0.03998

=====

Entry 3:
Here is a structure of composition C28H25N5PtTe from the Open Molecules 2025 dataset. Energies are from the ωB97M-V functional and the def2-TZVPD basis.

Calculated values
**Total energy**: -1741.52012 Ha
**Charge**: +4
**HOMO level (alpha / beta)**: -18.68 / -18.66 eV
**Strongest force on any atom**: 0.8 eV Å⁻¹
**LUMO energy (alpha / beta)**: -11.306 / -14.687 eV
**2S+1**: 5

CARTESIAN COORDINATES (ANGSTROEM)
1 Pt 0.24451 -0.05318 0.29460
2 C -1.33929 0.48305 -2.35676
3 N -0.84927 -0.72482 -1.65834
4 C -1.90098 -1.69538 -1.25334
5 C -2.33181 -1.43317 0.14806
6 N -1.52831 -0.88167 1.03578
7 C -2.20727 -0.84775 2.25822
8 C -1.82936 -0.38602 3.51380
9 C -2.74777 -0.52485 4.53135
10 C -4.01111 -1.10569 4.31396
11 C -4.39123 -1.56862 3.07459
12 C -3.45806 -1.43104 2.05488
13 N -3.49582 -1.78163 0.70139
14 C -1.57365 1.61484 -1.41614
15 N -0.87478 1.75651 -0.27111
16 C -1.26757 2.91857 0.28886
17 C -0.83769 3.56696 1.49728
18 C -1.40809 4.76462 1.80955
19 C -2.38988 5.33739 0.96858
20 C -2.83042 4.70276 -0.24477
21 C -2.24555 3.51701 -0.54860
22 N -2.40318 2.62687 -1.61781
23 H -2.24395 0.27952 -2.93468
24 H -0.57265 0.80606 -3.06712
25 H -0.19823 -1.20117 -2.27489
26 H -1.47079 -2.69689 -1.31167
27 H -2.75416 -1.67119 -1.93413
28 H -0.85147 0.04657 3.69014
29 H -2.49004 -0.19043 5.52721
30 H -4.69957 -1.19929 5.14262
31 H -5.36391 -2.01439 2.91346
32 H -4.26110 -2.25552 0.24071
33 H -0.07916 3.12344 2.12865
34 H -1.10574 5.29145 2.70455
35 H -2.82871 6.29103 1.23994
36 H -3.59000 5.16104 -0.86736
37 H -3.00529 2.76491 -2.42234
38 Te 2.87495 -0.40531 -0.12040
39 C 4.60584 -0.48336 1.16566
40 C 5.84463 -0.50281 0.40392
41 C 7.06121 -0.56037 1.04948
42 C 7.06760 -0.67670 2.43081
43 C 5.82806 -0.63505 3.18339
44 C 4.59660 -0.55989 2.53595
45 C 2.66992 -2.51064 -0.21240
46 C 2.32107 -3.20102 0.94905
47 C 2.19247 -4.58151 0.88529
48 C 2.42455 -5.24837 -0.31331
49 C 2.75912 -4.54277 -1.46309
50 C 2.89552 -3.16040 -1.42120
51 H 5.82165 -0.47120 -0.67886
52 H 7.98162 -0.55757 0.48177
53 H 8.00146 -0.83837 2.95644
54 H 5.86331 -0.65590 4.26659
55 H 3.68579 -0.52431 3.11554
56 H 2.16045 -2.68389 1.88719
57 H 1.92143 -5.13530 1.77482
58 H 2.37173 -6.32868 -0.34498
59 H 2.93797 -5.06804 -2.39224
60 H 3.19826 -2.61842 -2.30899

=====

Entry 4:
Here is a structure of composition C12H24CdClF6O16P from the Open Molecules 2025 dataset. Energies are from the ωB97M-V functional and the def2-TZVPD basis.

Calculated values
**Total energy**: -3243.52617 Ha
**Charge**: +1
**HOMO level (alpha / beta)**: -14.09 / -14.09 eV
**Strongest force on any atom**: 5.8 eV Å⁻¹
**LUMO energy (alpha / beta)**: -2.385 / -8.949 eV
**2S+1**: 2

CARTESIAN COORDINATES (ANGSTROEM)
1 Cd -0.15621 -0.24717 -0.23986
2 P 0.28497 1.34828 -2.98816
3 F 0.73321 0.12873 -2.09713
4 F 1.75425 1.95875 -2.62181
5 F 0.93011 0.58488 -4.28120
6 F -0.12126 2.63898 -3.85794
7 F -1.17577 0.68132 -3.26764
8 F -0.20300 2.12683 -1.60013
9 Cl -0.61403 -1.75638 3.02454
10 O 0.70701 -1.45834 3.51326
11 O -0.69354 -3.21178 3.18410
12 O -1.59433 -1.08930 3.84639
13 O -0.66856 -1.37565 1.62703
14 C 1.08476 4.01666 1.08446
15 O 0.23128 3.64767 2.05055
16 C -0.25613 2.38751 1.94895
17 O -0.19273 1.63781 0.99522
18 O -0.54951 1.83924 3.20700
19 C -0.69711 2.61619 4.34692
20 H 0.85895 3.58249 0.11050
21 H 2.12099 3.91686 1.40752
22 H 1.03040 5.09810 0.95944
23 H -1.48018 3.35941 4.19685
24 H 0.26435 3.00792 4.67893
25 H -0.97662 1.99828 5.20024
26 C 4.39101 2.00239 -0.24547
27 O 3.16953 1.36891 0.07256
28 C 2.88285 0.19612 0.49368
29 O 1.71800 -0.26650 0.39754
30 O 3.95345 -0.38603 1.07521
31 C 3.71509 -1.60542 1.72516
32 H 4.97736 2.13211 0.66418
33 H 4.18079 3.02375 -0.56286
34 H 4.93794 1.57590 -1.08636
35 H 3.61883 -1.31540 2.77145
36 H 4.61443 -2.20819 1.59892
37 H 2.92434 -2.18894 1.25365
38 C -3.37974 1.24207 1.20054
39 O -3.99800 0.59478 0.00744
40 C -3.26997 -0.07106 -0.90156
41 O -2.05502 -0.30921 -0.86541
42 O -4.16101 -0.62563 -1.75576
43 C -3.64736 -1.35397 -2.77742
44 H -2.70572 2.05983 0.94542
45 H -2.85873 0.52615 1.83623
46 H -4.09652 1.72284 1.86627
47 H -4.53562 -1.84673 -3.17274
48 H -2.90110 -2.11167 -2.53854
49 H -3.31904 -0.73444 -3.61199
50 C -1.85913 -4.01047 -0.13691
51 O -1.22515 -4.14936 -1.39886
52 C -0.30631 -3.20381 -1.78638
53 O -0.06349 -2.14209 -1.13641
54 O 0.21202 -3.61065 -2.97996
55 C 0.92877 -2.69176 -3.78483
56 H -1.30003 -4.55293 0.62549
57 H -2.88567 -4.30522 -0.35469
58 H -1.84649 -2.95005 0.11501
59 H 1.89817 -2.49703 -3.32608
60 H 0.47835 -1.70301 -3.87200
61 H 1.19172 -3.04249 -4.78280

=====

Entry 5:
Here is an isolated molecule of C4H6N2O from the Open Molecules 2025 dataset. Energies are from the ωB97M-V functional and the def2-TZVPD basis.

Calculated values
**Total energy**: -340.75008 Ha
**Charge**: 0
**HOMO level**: -8.71 eV
**Strongest force on any atom**: 2.2 eV Å⁻¹
**LUMO energy**: 0.920 eV
**2S+1**: 1
**Structure (SMILES)**: Cc1cc(O)n[nH]1

CARTESIAN COORDINATES (ANGSTROEM)
1 C 0.78725 -1.38029 -1.24707
2 C 0.14598 -0.48122 -0.26377
3 C -0.66386 0.62176 -0.47220
4 C -0.73625 1.23706 0.76851
5 O -1.28976 2.48081 0.98827
6 N -0.17296 0.49228 1.74343
7 N 0.41012 -0.49949 1.05218
8 H 1.83863 -1.44023 -0.94328
9 H 0.70351 -0.99080 -2.27632
10 H 0.24835 -2.40504 -1.34662
11 H -1.00581 1.00041 -1.39474
12 H -1.15137 2.68340 1.91416
13 H 0.88616 -1.31864 1.47744

=====

Which formula does entry 4 have? C12H24CdClF6O16P